No. 1
Computed, not measured: C38H41BCl2N2O3PW as an isolated structure, with the ωB97M-V functional and the def2-TZVPD basis.

```
! wB97M-V def2-TZVPD RIJCOSX def2/J DEFGRID3
* xyz 1 1
W 0.2579 0.7141 -0.0527
C 1.1697 2.0001 6.0208
C 1.4719 0.6480 5.9806
C 1.1702 -0.1025 4.8511
C 0.5672 0.5081 3.7563
C 0.2633 1.8685 3.8016
C 0.5615 2.6113 4.9305
P 0.0786 -0.4079 2.2749
C 0.8679 -2.0370 2.4195
C 0.1593 -3.2321 2.4490
C 0.8382 -4.4452 2.4978
C 2.2232 -4.4699 2.5365
C 2.9376 -3.2772 2.5184
C 2.2648 -2.0696 2.4483
C -1.7024 -0.6222 2.4261
C -2.2944 -1.1420 3.5510
C -3.6929 -1.2504 3.6349
C -4.4639 -0.8036 2.5972
C -3.8829 -0.2272 1.4438
C -4.6961 0.2774 0.3977
C -4.1240 0.8597 -0.6923
C -2.7166 0.9360 -0.7959
C -1.8529 0.4640 0.1727
C -2.4718 -0.1279 1.3375
H 1.4058 2.5799 6.9032
H 1.9416 0.1706 6.8303
H 1.4091 -1.1578 4.8265
H -0.2074 2.3438 2.9486
H 0.3225 3.6663 4.9620
H -0.9230 -3.2246 2.4236
H 0.2774 -5.3707 2.5155
H 2.7473 -5.4153 2.5855
H 4.0193 -3.2923 2.5568
H 2.8240 -1.1398 2.4301
H -1.6822 -1.4641 4.3864
H -4.1508 -1.6729 4.5189
H -5.5439 -0.8713 2.6514
H -5.7727 0.1986 0.4879
H -4.7397 1.2558 -1.4897
H -2.3095 1.3900 -1.6912
Cl 2.9007 1.0335 -0.7259
C 4.0309 1.6552 0.5434
Cl 3.2897 1.7166 2.1213
H 4.3012 2.6546 0.2243
H 4.8856 0.9897 0.5544
N 0.7552 -6.7079 -1.9000
C 0.6756 -5.5957 -1.6281
C 0.5841 -4.2021 -1.2829
C 1.7376 -3.4579 -1.0621
C 1.6049 -2.1331 -0.7114
N 0.4150 -1.5309 -0.5694
C -0.6896 -2.2523 -0.7968
C -0.6501 -3.5861 -1.1548
H 2.7181 -3.9016 -1.1518
H 2.4792 -1.5300 -0.5201
H -1.6319 -1.7351 -0.7006
H -1.5698 -4.1263 -1.3243
C -2.0707 0.3508 -4.6481
C -0.6309 -0.0724 -4.3926
C -0.2926 -1.2940 -5.2268
O -0.5466 -0.4475 -2.9924
B 0.0440 0.5797 -2.2897
O 0.5139 1.5660 -3.1292
C 0.3982 1.1031 -4.5028
C 1.7914 0.6562 -4.9231
C -0.0579 2.2671 -5.3627
H -2.7307 -0.4780 -4.3915
H -2.2352 0.6112 -5.6936
H -2.3460 1.2085 -4.0329
H -1.0566 -2.0571 -5.0762
H 0.6721 -1.7144 -4.9485
H -0.2703 -1.0474 -6.2898
H 2.1614 -0.1413 -4.2760
H 2.4718 1.5038 -4.8415
H 1.8080 0.3006 -5.9534
H -0.9641 2.7234 -4.9697
H -0.2476 1.9425 -6.3873
H 0.7237 3.0262 -5.3902
C 1.3835 4.4936 -0.6980
C 0.0996 3.9155 -0.1433
C -0.3417 4.5326 1.1650
O 0.2975 2.5057 0.0565
H 1.2295 5.5353 -0.9802
H 1.6962 3.9377 -1.5819
H 2.1723 4.4591 0.0568
H -0.6976 3.9878 -0.8861
H 0.4682 4.5039 1.8963
H -1.2106 4.0082 1.5639
H -0.6204 5.5739 1.0025
*
```

LUMO energy (spin up / spin down) = -0.11730 / -0.11730 Ha
Orbital gap (spin up / spin down) = 6.89 / 6.89 eV
E_HOMO (spin up / spin down) = -10.1 / -10.1 eV
ΔE to the lowest compared entry with this formula, charge and spin = 37.1 kcal/mol

Löwdin population analysis, charges in e, atoms 1 to 2: 1.24 -0.07

---

No. 2
Computed, not measured: a 3-piece molecular cluster, C38H41BO3S overall in a non-equilibrium geometry, with the ωB97M-V functional and the def2-TZVPD basis.

```
! wB97M-V def2-TZVPD RIJCOSX def2/J DEFGRID3
* xyz 0 1
C -2.4519 -7.7091 0.2674
C -2.2708 -6.2235 0.0688
C -2.4153 -5.2976 1.1131
C -2.2880 -3.9272 0.9045
C -2.0312 -3.4228 -0.3885
B 0.8854 2.3138 -1.1489
C -1.8798 -1.9696 -0.6813
C -2.7467 -1.0518 -0.0841
C -2.9329 0.1171 -0.8606
C -2.6546 -0.0795 -2.2077
C -2.9536 0.7971 -3.3639
S -1.7909 -1.5550 -2.4081
O -0.3590 2.8311 -1.0260
C -0.4067 3.9599 -1.9303
C -1.8131 4.1851 -2.3916
C 0.0089 5.2009 -1.1254
C 0.6523 3.5578 -3.0202
C 0.1308 2.5986 -4.0966
C 1.2934 4.7284 -3.7318
O 1.5882 2.8001 -2.2143
C -1.9244 -4.3529 -1.4285
C -2.0107 -5.7196 -1.2102
H -2.7656 -8.1549 -0.6829
H -1.5604 -8.2580 0.6031
H -3.2366 -7.8949 1.0069
H -2.6895 -5.6507 2.1035
H -2.3921 -3.2184 1.7291
H -3.1087 -1.1486 0.9366
H -3.2855 1.0781 -0.4953
H -3.0415 1.8297 -2.9995
H -2.1447 0.7166 -4.1162
H -3.9088 0.5445 -3.8682
H -1.8507 5.1150 -2.9853
H -2.1785 3.3689 -3.0247
H -2.4692 4.2925 -1.5135
H -0.4538 6.0893 -1.5822
H -0.3635 5.1363 -0.0901
H 1.0991 5.3651 -1.0940
H -0.5854 3.0772 -4.7790
H 0.9856 2.2696 -4.7098
H -0.3367 1.6981 -3.6706
H 0.4734 5.2963 -4.1999
H 1.8475 5.3884 -3.0529
H 1.9545 4.3992 -4.5475
H -1.8011 -4.0094 -2.4571
H -1.9428 -6.3845 -2.0725
C 1.9922 -5.6817 -1.0133
C 1.5485 -4.2650 -0.7623
C 1.3085 -3.4280 -1.8648
C 1.0949 -2.0723 -1.7062
C 0.7229 -1.5724 -0.4301
C 0.0082 -0.3418 -0.3591
C 0.2368 0.5656 0.7818
C -0.7715 0.7058 1.7505
C -0.5756 1.2962 2.9773
C 0.7043 1.7212 3.3429
O 0.7831 2.3565 4.5719
C 1.9981 2.7383 5.1625
C 2.1090 4.0723 5.5811
C 3.3486 4.5375 6.0153
C 4.4237 3.6499 6.1551
C 4.2705 2.2972 5.8261
C 3.0523 1.8299 5.3232
C 1.7297 1.6923 2.3843
C 1.4562 1.2370 1.0806
C 0.9300 -2.4192 0.7100
C 1.3197 -3.7498 0.5267
H 2.4545 -6.1298 -0.1220
H 1.1672 -6.3375 -1.3425
H 2.7388 -5.6723 -1.8229
H 1.2881 -3.8782 -2.8667
H 1.1116 -1.3960 -2.5684
H -0.3214 0.1855 -1.2855
H -1.7480 0.3125 1.5180
H -1.3953 1.4453 3.6714
H 1.2395 4.7280 5.5142
H 3.4732 5.6007 6.2345
H 5.3867 4.0179 6.5162
H 5.1058 1.5981 5.9216
H 2.9094 0.7788 5.0620
H 2.7223 2.0888 2.6325
H 2.2617 1.2657 0.3403
H 0.6392 -2.0554 1.7018
H 1.4026 -4.4481 1.3680
*
```

LUMO energy = -0.03185 Ha
Orbital gap = 4.79 eV
E_HOMO = -5.7 eV
ΔE to the lowest compared entry with this formula, charge and spin = 139.2 kcal/mol

Löwdin population analysis, charges in e, atoms 1 to 2: -0.06 -0.28

---

No. 3
Computed, not measured: a 10-piece molecular cluster, C38H41Cl6N7 overall in a non-equilibrium geometry, with the ωB97M-V functional and the def2-TZVPD basis.

```
! wB97M-V def2-TZVPD RIJCOSX def2/J DEFGRID3
* xyz 0 1
N -0.2318 -4.0464 5.4850
C 0.2273 -3.5152 4.3584
C -0.1104 -2.2501 3.9077
C -0.9668 -1.4952 4.6963
C -1.4471 -2.0430 5.8721
C -1.1101 -3.3420 6.1972
H 0.9261 -4.1343 3.8062
H 0.2000 -1.8195 2.9679
H -1.2432 -0.4874 4.4152
H -2.1837 -1.4864 6.4415
H -1.5263 -3.8146 7.0793
N -3.7599 -2.3161 -4.5384
C -2.5129 -2.7353 -4.7368
C -2.1294 -3.6112 -5.7375
C -3.1093 -4.0928 -6.5794
C -4.4183 -3.6715 -6.3856
C -4.6795 -2.7750 -5.3667
H -1.7676 -2.3352 -4.0571
H -1.0892 -3.9007 -5.7984
H -2.8912 -4.8705 -7.3012
H -5.1958 -4.1263 -6.9838
H -5.6773 -2.3643 -5.2413
N 4.2144 1.9268 4.3043
C 3.2424 1.3721 5.0329
C 2.0643 0.8761 4.5053
C 1.8387 0.9516 3.1276
C 2.8631 1.4730 2.3652
C 4.0205 1.9294 2.9865
H 3.3815 1.4002 6.1082
H 1.2946 0.6137 5.2213
H 0.8430 0.6830 2.7994
H 2.7555 1.6807 1.3055
H 4.8594 2.3303 2.4244
N 0.9917 -3.5135 1.1135
C 2.2610 -3.3402 0.7773
C 2.8792 -4.0392 -0.2493
C 2.1931 -5.0882 -0.8333
C 0.8918 -5.3267 -0.4332
C 0.3331 -4.4972 0.5265
H 2.7492 -2.4634 1.1869
H 3.9084 -3.8201 -0.4981
H 2.6710 -5.6724 -1.6102
H 0.3287 -6.1395 -0.8717
H -0.7185 -4.5927 0.7776
N -1.8423 1.4022 2.3166
C -2.9875 1.6803 2.9162
C -3.5987 2.9283 2.8316
C -2.9380 3.9332 2.1579
C -1.7810 3.6237 1.4591
C -1.2610 2.3529 1.5768
H -3.5099 0.8508 3.3841
H -4.5173 3.1393 3.3642
H -3.3010 4.9518 2.1151
H -1.2326 4.4018 0.9451
H -0.3427 1.9805 1.1404
N 4.2245 5.3044 0.3245
C 3.0147 5.8512 0.3347
C 1.9059 5.3196 -0.3143
C 2.1166 4.2028 -1.1094
C 3.3558 3.5861 -1.1089
C 4.3819 4.2125 -0.4137
H 2.8659 6.7085 0.9867
H 0.8998 5.6900 -0.1806
H 1.3238 3.7768 -1.7166
H 3.5681 2.6403 -1.5901
H 5.4013 3.8449 -0.4912
N -4.8929 2.9844 -1.5704
C -4.9936 3.0149 -2.8916
C -4.4606 2.0374 -3.7174
C -3.8745 0.9262 -3.1266
C -3.7826 0.8772 -1.7446
C -4.2834 1.9412 -1.0191
H -5.4561 3.8908 -3.3362
H -4.5404 2.0618 -4.7968
H -3.4954 0.0902 -3.7028
H -3.3044 0.0421 -1.2547
H -4.1595 1.9773 0.0555
C 5.5792 -0.8190 0.5468
Cl 5.0071 -1.4667 2.0872
Cl 4.3016 -0.7838 -0.7006
H 5.9171 0.1981 0.6891
H 6.3393 -1.4927 0.1767
C 0.7003 -0.6801 -0.7854
Cl 0.9932 1.0566 -0.9647
Cl -0.8302 -1.1746 -1.5003
H 1.4743 -1.1933 -1.3459
H 0.7365 -0.9807 0.2546
C 1.1577 0.8545 -4.6024
Cl 0.3044 -0.6901 -4.6610
Cl 2.8608 0.6532 -4.1748
H 1.1134 1.3326 -5.5720
H 0.6723 1.4497 -3.8384
*
```

LUMO energy = 0.01389 Ha
Orbital gap = 9.68 eV
E_HOMO = -9.3 eV
ΔE to the lowest compared entry with this formula, charge and spin = 0.0 kcal/mol

Löwdin population analysis, charges in e, atoms 1 to 2: 0.05 -0.16

---

No. 4
Computed, not measured: C38H41F2N2O5W as an isolated structure, with the ωB97M-V functional and the def2-TZVPD basis.

```
! wB97M-V def2-TZVPD RIJCOSX def2/J DEFGRID3
* xyz 3 1
W -0.0536 0.0405 0.5874
C 0.3189 -6.1265 -1.6455
C 0.1953 -5.5186 -0.2710
C 0.1112 -6.5256 0.8467
O -0.9605 -4.6549 -0.1939
C -0.5089 -3.3464 -0.4085
C 0.8196 -3.3953 0.3782
O 1.3188 -4.6259 -0.0637
C 1.8987 -2.3151 0.1576
O 1.1949 -1.1365 0.9616
C 3.2087 -2.5711 0.8088
C 4.3291 -1.8487 0.3882
C 5.5536 -2.0379 1.0041
C 5.6706 -2.9539 2.0412
C 4.5634 -3.6797 2.4623
C 3.3359 -3.4916 1.8523
C 1.9562 -1.7593 -1.2502
C 2.2464 -2.6371 -2.2875
C 2.2253 -2.1932 -3.6038
C 1.9235 -0.8703 -3.9074
C 1.6701 0.0219 -2.8811
C 1.6977 -0.4216 -1.5613
C -1.6262 -2.3495 -0.0347
O -1.0649 -1.0725 -0.4834
C -2.9359 -2.6039 -0.7453
C -2.9614 -3.2134 -1.9982
C -4.1642 -3.3764 -2.6664
C -5.3512 -2.9426 -2.0907
C -5.3353 -2.3408 -0.8407
C -4.1324 -2.1696 -0.1726
C -1.7955 -2.1394 1.4439
C -1.7579 -0.7613 1.8889
C -1.9025 -0.5069 3.3018
C -1.9842 -1.5371 4.1901
C -1.9844 -2.8631 3.7124
C -1.9013 -3.1636 2.3548
H -0.5104 -6.8088 -1.8244
H 1.2519 -6.6840 -1.7188
H 0.3143 -5.3508 -2.4130
H -0.7926 -7.1242 0.7393
H 0.0924 -6.0225 1.8150
H 0.9743 -7.1880 0.8132
H -0.2794 -3.1583 -1.4638
H 0.6092 -3.4175 1.4555
H 4.2519 -1.1476 -0.4335
H 6.4186 -1.4823 0.6691
H 6.6296 -3.1105 2.5167
H 4.6621 -4.4027 3.2604
H 2.4943 -4.0872 2.1777
H 2.4840 -3.6679 -2.0600
H 2.4512 -2.8899 -4.4003
H 1.9193 -0.5352 -4.9354
H 1.4973 1.0684 -3.0982
H 1.7319 0.3791 -0.8042
H -2.0552 -3.5820 -2.4587
H -4.1769 -3.8571 -3.6351
H -6.2887 -3.0858 -2.6107
H -6.2592 -2.0182 -0.3799
H -4.1503 -1.7172 0.8129
H -2.3916 -0.0810 1.2889
H -2.0009 0.5133 3.6508
H -2.0968 -1.3443 5.2483
H -2.0668 -3.6762 4.4245
H -1.9229 -4.1884 2.0075
F -0.3827 2.0960 2.7960
C 0.3374 1.0455 2.4329
F 1.3906 1.4861 1.5936
H 0.7706 0.5139 3.2781
C -2.9538 1.3037 -1.5396
N -2.1906 2.5540 -1.6152
C -2.7791 3.6700 -2.3885
C -1.7099 4.6716 -2.7651
C -0.9014 5.0446 -1.5411
N -0.3613 3.8208 -0.9082
C 0.8992 3.9183 -0.1649
C -1.0549 2.7036 -0.9628
O -0.5857 1.6356 -0.3023
H -3.8531 1.4291 -2.1346
H -3.2638 1.0962 -0.5142
H -2.3880 0.4635 -1.9352
H -3.5683 4.1276 -1.7886
H -3.2350 3.2369 -3.2766
H -2.1771 5.5619 -3.1824
H -1.0538 4.2554 -3.5318
H -1.5042 5.5839 -0.8074
H -0.0533 5.6697 -1.8074
H 1.3759 4.8530 -0.4420
H 1.5717 3.1053 -0.4297
H 0.7239 3.9289 0.9093
*
```

LUMO energy = -0.38857 Ha
Orbital gap = 5.76 eV
E_HOMO = -16.3 eV
ΔE to the lowest compared entry with this formula, charge and spin = 0.0 kcal/mol

Löwdin population analysis, charges in e, atoms 1 to 2: 1.90 0.04